<w>
Computed, not measured: an isolated molecule of C4H3N3, with ωB97M-V with the def2-TZVPD basis set.

```
10
Properties=species:S:1:pos:R:3:mulliken_charge:R:1
N 3.181 -0.475 0.645 -0.398
C 2.071 -0.503 0.321 0.279
C 0.689 -0.411 -0.018 0.306
N -0.242 -1.343 0.057 -0.545
C -1.423 -0.686 -0.113 -0.180
C -1.198 0.673 -0.266 -0.273
N 0.163 0.799 -0.279 -0.089
H -2.352 -1.248 -0.132 0.401
H -1.512 1.527 0.301 0.279
H 0.622 1.666 -0.515 0.220
```

Its LUMO energy is 0.46 eV. As for the net charge: 0. As for the SMILES: N#Cc1ncc[nH]1. The orbital gap comes out at 9.9 eV.

---

<x>
Computed, not measured: an isolated molecule of C4H3N3, with ωB97M-V with the def2-TZVPD basis set.

```
10
Properties=species:S:1:pos:R:3:mulliken_charge:R:1
N 2.825 0.166 0.115 -0.429
C 1.675 0.313 0.028 0.396
C 0.815 -1.951 0.129 -0.211
N -0.328 -1.645 0.144 -0.076
C -1.321 -0.691 0.059 -0.273
C -0.871 0.559 -0.075 -0.098
N 0.474 0.933 -0.126 -0.211
H -2.359 -1.002 0.091 0.382
H -1.552 1.398 -0.169 0.303
H 0.641 1.920 -0.196 0.218
```

Its LUMO energy is 0.39 eV. As for the net charge: 0. The orbital gap comes out at 9.7 eV.

---

Which of them is most stable? Easy: <w>.

---

<w>
Computed, not measured: an isolated molecule of C24H16N2O6, with ωB97M-V with the def2-TZVPD basis set.

```
48
Properties=species:S:1:pos:R:3:mulliken_charge:R:1
O 1.048 3.219 2.751 -0.647
O 3.718 -0.627 0.194 -1.098
N -7.106 -2.368 -3.118 -0.673
O -6.245 -3.608 -4.808 -0.450
O 5.854 -0.212 1.605 -0.684
O 1.498 -1.425 -1.042 -0.652
O -2.328 1.192 -0.286 -0.574
C 1.679 2.359 2.174 0.435
C 3.122 0.284 0.781 2.035
C -7.369 -3.167 -4.138 -0.114
C -3.884 -3.059 -4.391 -1.362
C -0.416 1.695 0.915 -1.164
C -3.063 -2.324 -3.540 -0.442
C -4.946 -1.559 -2.224 -0.595
C 5.751 1.515 3.214 -0.707
C 3.693 2.758 3.621 -1.149
C -5.760 -2.246 -3.123 0.504
C -5.233 -3.006 -4.157 0.569
C 5.158 0.769 2.208 0.223
C -1.085 0.847 0.015 0.830
C 0.885 -0.399 -0.357 0.041
C 3.066 2.026 2.540 0.075
C 0.956 1.504 1.183 0.361
C 3.792 1.056 1.858 -0.099
C 1.643 0.461 0.497 -0.705
C -3.557 -1.551 -2.451 1.057
C 5.050 2.492 3.928 0.980
C -0.476 -0.223 -0.622 0.235
N -2.674 -0.857 -1.576 0.191
C 5.804 3.316 4.956 -1.417
C -3.233 0.129 -0.614 -0.717
C -1.248 -1.164 -1.529 -0.291
H 5.272 -0.670 0.919 0.328
H 2.444 -1.336 -0.849 0.349
H -8.357 -3.540 -4.376 0.387
H -3.563 -3.695 -5.225 0.372
H -0.939 2.487 1.428 0.500
H -2.018 -2.261 -3.748 0.305
H -5.392 -1.048 -1.380 0.449
H 6.767 1.319 3.530 0.464
H 3.076 3.433 4.177 0.471
H 6.654 3.791 4.477 0.342
H 6.219 2.611 5.741 0.309
H 5.226 4.129 5.397 0.351
H -4.076 0.622 -1.066 0.413
H -3.530 -0.408 0.285 0.266
H -1.074 -2.231 -1.237 0.422
H -0.801 -1.028 -2.537 0.279
```

Its LUMO energy is -1.28 eV. As for the net charge: 0. As for the SMILES: Cc1cc(O)c2c(c1)C(=O)c1cc3c(c(O)c1C2=O)CN(c1ccc2ocnc2c1)CO3. The orbital gap comes out at 6.8 eV.

---

<x>
Computed, not measured: a cluster of 3 separate species, C24H16N2O6 in total, with ωB97M-V with the def2-TZVPD basis set.

```
48
Properties=species:S:1:pos:R:3:mulliken_charge:R:1
C -0.417 2.784 1.587 -0.069
C 0.301 1.848 1.380 -0.947
C 1.279 0.832 1.556 0.682
C 2.576 1.086 1.319 -0.579
C 3.549 -0.007 1.580 0.102
O 4.551 -0.179 0.932 -0.555
C 3.182 -0.881 2.737 0.583
C 4.139 -1.420 3.575 -0.733
C 3.719 -2.186 4.650 -0.444
C 2.385 -2.429 4.909 -0.611
C 1.422 -1.909 4.050 -0.545
C 1.840 -1.140 2.983 0.619
C 0.864 -0.519 2.046 0.333
O -0.150 -1.062 1.677 -0.657
H -1.050 3.619 1.743 0.518
H 2.896 2.051 0.960 0.499
H 5.188 -1.245 3.397 0.485
H 4.458 -2.589 5.330 0.387
H 2.061 -3.005 5.761 0.411
H 0.368 -2.069 4.211 0.476
C -1.467 -3.879 -0.912 -0.763
C -0.421 -3.015 -0.612 -0.268
C 0.694 -2.971 -1.435 -0.509
C 0.742 -3.792 -2.547 0.086
C -0.288 -4.662 -2.855 -0.493
C -1.399 -4.704 -2.028 -0.345
N 1.914 -3.731 -3.434 1.029
O 2.812 -2.972 -3.130 -0.610
O 1.914 -4.442 -4.420 -0.613
H -2.340 -3.909 -0.273 0.423
H -0.473 -2.371 0.261 0.676
H 1.511 -2.301 -1.208 0.609
H -0.233 -5.300 -3.725 0.450
H -2.214 -5.377 -2.257 0.382
C -2.986 5.290 -3.662 -0.423
C -3.584 5.944 -2.593 -0.398
C -3.701 5.309 -1.367 -0.413
C -3.211 4.022 -1.233 0.162
C -2.619 3.353 -2.288 -0.374
C -2.508 3.995 -3.510 -0.446
N -3.311 3.350 0.071 1.020
O -3.846 3.956 0.982 -0.609
O -2.841 2.237 0.167 -0.575
H -2.892 5.791 -4.617 0.377
H -3.957 6.952 -2.713 0.370
H -4.165 5.814 -0.534 0.444
H -2.245 2.347 -2.165 0.484
H -2.045 3.486 -4.345 0.374
```

Its LUMO energy is -1.14 eV. As for the net charge: 0. As for the SMILES: C#CC1=CC(=O)c2ccccc2C1=O.O=[N+]([O-])c1ccccc1.O=[N+]([O-])c1ccccc1. The orbital gap comes out at 8.5 eV.

---

Which of them is most stable? Easy: <w>.

---

<w>
Computed, not measured: a cluster of 2 separate species, C2H8N3O in total, with ωB97M-V with the def2-TZVPD basis set.

```
14
Properties=species:S:1:pos:R:3:mulliken_charge:R:1
C 1.341 -0.904 1.308 0.100
N 1.995 -0.118 2.154 -0.355
O 0.549 -0.506 0.430 -0.675
H 1.544 -1.954 1.243 0.359
H 2.824 -0.518 2.496 0.258
H 2.015 0.937 2.158 0.257
N -1.060 -0.703 -1.713 -0.312
C -1.759 0.474 -1.526 0.052
N -1.324 1.427 -0.605 -0.206
H -0.238 -1.088 -1.064 0.344
H -0.895 -1.218 -2.562 0.294
H -2.590 0.738 -2.074 0.407
H -1.745 2.244 -0.342 0.242
H -0.656 1.190 0.096 0.236
```

Its LUMO energy is -3.88 eV. As for the net charge: +1. The orbital gap comes out at 10.7 eV.

---

<x>
Computed, not measured: a cluster of 2 separate species, C2H8N3O in total, with ωB97M-V with the def2-TZVPD basis set.

```
14
Properties=species:S:1:pos:R:3:mulliken_charge:R:1
C 0.486 1.124 -0.582 -0.237
C -0.409 -1.064 0.504 0.252
N 1.799 1.150 -0.296 -0.188
N -1.261 -1.848 -0.038 -0.340
N -0.643 -0.371 1.571 -0.375
O 0.237 1.917 -1.654 -0.403
H 0.528 -1.009 -0.063 0.403
H 2.175 0.592 0.344 0.208
H 2.488 1.516 -0.942 0.210
H -2.258 -1.901 0.285 0.249
H -0.982 -2.401 -0.859 0.261
H -0.704 2.027 -1.628 0.366
H 0.075 0.426 1.367 0.318
H -1.531 -0.158 1.991 0.276
```

Its LUMO energy is -3.47 eV. As for the net charge: +1. The orbital gap comes out at 9.9 eV.

---

Which of them is most stable? Easy: <w>.

---

<w>
Computed, not measured: a structure of composition C2NO4, with ωB97M-V with the def2-TZVPD basis set.

```
7
Properties=species:S:1:pos:R:3:mulliken_charge:R:1
C -1.289 0.002 0.105 0.580
C 1.549 -0.107 -0.167 0.689
N -0.160 -0.095 0.671 -0.334
O 1.992 -1.146 0.150 -0.493
O -2.757 -0.802 -0.496 -0.651
O 1.630 0.926 -0.710 -0.461
O -0.965 1.223 0.447 -0.330
```

Its LUMO energy is 3.93 eV. As for the net charge: -1. The orbital gap comes out at 9.1 eV.

---

<x>
Computed, not measured: the ion C2NO4 with charge -1, with ωB97M-V with the def2-TZVPD basis set.

```
7
Properties=species:S:1:pos:R:3:mulliken_charge:R:1
C 1.204 -0.118 -0.046 0.523
C -1.165 -0.184 -0.004 0.591
N -0.238 -1.037 -0.045 -0.582
O 2.336 -0.525 0.075 -0.562
O -2.353 -0.206 0.002 -0.637
O 0.803 1.144 -0.092 -0.133
O -0.573 1.199 0.084 -0.200
```

Its LUMO energy is 4.18 eV. As for the net charge: -1. As for the SMILES: O=c1nc([O-])oo1. The orbital gap comes out at 9.0 eV.

---

Which of them is most stable? Easy: <x>.

---

<w>
Computed, not measured: an isolated molecule of F2HOPS, with ωB97M-V with the def2-TZVPD basis set.

```
6
Properties=species:S:1:pos:R:3:mulliken_charge:R:1
O -1.030 -0.798 0.156 -0.429
F 0.103 1.121 1.172 -0.193
F -0.150 0.893 -1.114 -0.228
P 0.375 0.000 0.070 0.789
S 2.338 -0.850 0.119 -0.289
H -1.637 -0.367 -0.402 0.350
```

Its LUMO energy is -0.20 eV. As for the net charge: 0. As for the SMILES: OP(F)(F)=S. The orbital gap comes out at 9.8 eV.

---

<x>
Computed, not measured: an isolated molecule of F2HOPS, with ωB97M-V with the def2-TZVPD basis set.

```
6
Properties=species:S:1:pos:R:3:mulliken_charge:R:1
O 1.268 -0.214 0.187 -0.436
F -1.019 -0.167 1.349 -0.210
F -0.679 -0.985 -0.745 -0.275
P -0.235 0.355 0.031 0.832
S -0.671 2.100 -0.657 -0.273
H 1.337 -1.089 -0.164 0.361
```

Its LUMO energy is 0.21 eV. As for the net charge: 0. As for the SMILES: OP(F)(F)=S. The orbital gap comes out at 10.7 eV.

---

Which of them is most stable? Easy: <x>.

---

<w>
Computed, not measured: a cluster of 2 separate species, CH4FNP2 in total, with ωB97M-V with the def2-TZVPD basis set.

```
9
Properties=species:S:1:pos:R:3:mulliken_charge:R:1
C 1.554 -0.291 -0.019 0.286
N 1.643 -1.457 -0.368 -0.484
F 2.551 0.404 0.412 -0.191
P -1.456 -0.171 0.317 -0.139
P -0.497 1.665 -0.119 0.038
H 0.804 -1.917 -0.716 0.292
H -1.434 0.071 1.715 0.072
H -2.679 0.313 0.257 0.054
H -0.486 1.383 -1.479 0.072
```

Its LUMO energy (spin up / spin down) is -1.23 / -1.11 eV. As for the net charge: 0. The orbital gap (spin up / spin down) comes out at 7.7 / 7.5 eV.

---

<x>
Computed, not measured: a cluster of 2 separate species, CH4FNP2 in total, with ωB97M-V with the def2-TZVPD basis set.

```
9
Properties=species:S:1:pos:R:3:mulliken_charge:R:1
C 0.855 -1.941 -0.322 0.153
N -0.341 -1.966 -0.795 -0.529
F 1.474 -2.995 0.227 -0.211
P -1.168 1.683 -0.353 -0.019
P -0.450 2.839 1.294 0.011
H -0.219 -0.926 -0.721 0.312
H -2.367 2.416 -0.288 0.042
H 1.547 -1.050 -0.163 0.226
H 0.669 1.939 1.120 0.016
```

Its LUMO energy is -1.49 eV. As for the net charge: 0. The orbital gap comes out at 8.3 eV.

---

Which of them is most stable? Easy: <x>.

---

<w>
Computed, not measured: a cluster of 3 separate species, C4H13N2S2 in total, with ωB97M-V with the def2-TZVPD basis set.

```
21
Properties=species:S:1:pos:R:3:mulliken_charge:R:1
C 0.538 -0.235 -1.507 -1.549
C -1.929 1.508 0.959 -1.382
C -0.189 0.123 -0.298 0.607
C -0.982 1.331 -0.181 0.639
N 0.111 -0.521 0.764 -0.239
N 3.391 -0.512 1.384 -0.697
S -2.653 -1.218 -1.288 -0.324
S -0.606 2.495 -1.286 -0.079
H 1.332 0.508 -1.569 0.429
H 0.993 -1.169 -1.424 0.457
H -0.063 -0.249 -2.397 0.350
H -2.207 0.598 1.374 0.446
H -1.668 2.118 1.737 0.413
H -2.812 2.017 0.524 0.361
H 0.798 -1.270 0.825 0.211
H -0.208 -0.368 1.715 0.228
H 3.136 -1.167 1.991 0.245
H 4.216 -0.787 0.937 0.236
H 3.762 0.334 1.911 0.252
H -2.194 -0.885 -2.446 0.155
H -2.764 -2.651 -1.725 0.241
```

Its LUMO energy is -5.70 eV. As for the net charge: +1. The orbital gap comes out at 7.5 eV.

---

<x>
Computed, not measured: a cluster of 2 separate species, C4H13N2S2 in total, with ωB97M-V with the def2-TZVPD basis set.

```
21
Properties=species:S:1:pos:R:3:mulliken_charge:R:1
C -4.424 0.648 -0.627 -0.784
C 3.045 0.782 1.031 -1.196
C -3.903 -0.026 0.638 -0.509
C 3.194 -0.289 -0.023 0.963
N 2.185 -0.924 -0.332 -0.116
N 4.371 -0.391 -0.525 -0.317
S -2.712 -1.444 0.255 -0.017
S -1.026 -0.421 -0.303 -0.349
H -4.237 1.797 -0.618 0.238
H -4.034 0.267 -1.638 0.254
H -5.560 0.592 -0.624 0.298
H 2.435 1.682 0.829 0.327
H 2.574 0.320 1.838 0.368
H 3.958 1.020 1.572 0.346
H -4.646 -0.599 1.128 0.310
H -3.405 0.570 1.458 0.388
H 1.279 -0.786 0.119 0.065
H 2.115 -1.585 -1.087 0.212
H -0.780 -0.250 -1.587 0.150
H 5.128 0.036 -0.206 0.175
H 4.442 -1.000 -1.298 0.195
```

Its LUMO energy is -3.06 eV. As for the net charge: +1. The orbital gap comes out at 9.0 eV.

---

Which of them is most stable? Easy: <x>.